# 1
ORCA calculation (ωB97M-V with the def2-TZVPD basis set) on a structure of composition C43H125FeN16O22 in a non-equilibrium geometry.

```
207
Properties=species:S:1:pos:R:3:forces:R:3
Fe -3.760 0.487 0.337 0.014 0.194 0.464
O -5.020 -0.521 -1.169 1.218 -0.379 2.761
O -3.467 -4.915 -2.353 -1.037 -1.408 -0.875
O -2.010 -0.694 0.018 1.089 0.150 -0.234
O -2.286 6.996 1.697 -0.753 0.365 0.225
O -3.454 2.344 6.397 0.463 -0.119 2.017
O -2.678 -7.102 2.513 -2.460 -0.518 1.637
O 4.773 0.909 -2.198 0.392 0.751 0.116
O 2.443 -6.131 -1.644 -0.151 -0.186 0.638
O -2.002 -0.689 -5.432 -0.282 -1.590 -3.633
O -4.517 -1.194 1.649 -0.740 -0.146 -0.488
O -0.771 4.975 -4.091 0.560 0.590 -1.112
O 7.306 2.280 0.545 2.137 -1.608 -0.997
O -4.889 1.711 1.731 1.812 0.592 -1.470
O -0.972 4.542 1.245 -0.102 0.613 0.039
O 3.502 3.266 3.331 0.338 0.846 -1.249
O -1.808 -0.842 3.480 -0.564 0.934 -0.514
O -1.014 -8.350 0.883 -1.735 -1.737 1.705
O 2.700 -0.636 -5.928 0.488 -0.552 -0.061
O 4.691 -4.418 1.609 -0.699 0.295 -0.690
O 3.108 5.931 -2.152 0.504 1.048 -0.726
O 3.654 3.562 -3.603 0.861 1.149 2.786
O -3.496 2.283 -0.868 -0.785 -0.486 0.405
N -1.641 -3.867 -1.715 7.763 -0.417 -1.329
N -0.146 -6.730 -0.306 0.411 2.246 -0.730
N 5.162 2.849 0.423 -3.371 -0.250 -1.214
N 6.323 3.495 2.097 1.508 1.658 3.876
N -1.990 -0.807 -3.261 -1.003 -5.492 5.689
N 0.711 -8.754 -0.494 0.950 -1.106 -0.397
N -3.395 -3.182 -0.903 -3.881 1.136 1.731
N -4.866 2.937 4.765 -6.739 4.409 -0.389
N -4.874 -1.497 3.766 0.842 2.634 6.001
N -1.331 3.803 -2.300 2.034 -1.517 3.707
N -5.187 0.820 -2.958 1.643 4.018 -0.240
N -3.368 1.711 4.275 4.556 -4.685 -4.215
N -2.833 4.219 -3.706 -5.386 -0.064 -2.483
N -6.142 -1.066 -2.975 -2.285 -3.951 -1.255
N -5.515 -3.046 2.380 -1.883 -2.958 -0.882
N -1.688 1.076 -4.127 0.862 3.478 -0.833
C 3.461 -5.009 3.532 -0.973 0.190 -0.052
C -1.237 4.093 2.595 0.268 -1.296 -1.378
C -1.519 -1.903 4.340 0.947 0.604 0.604
C 3.265 -2.743 2.517 -1.245 2.180 1.471
C -1.698 -1.417 5.753 -0.116 0.449 0.762
C -0.096 0.843 -0.584 -0.045 -0.614 -0.313
C 0.310 -1.632 -0.075 -0.517 0.032 -1.251
C -4.098 3.391 -0.191 1.062 -1.349 0.847
C 3.206 3.266 -4.836 -2.178 -0.142 -2.201
C 3.641 1.190 4.493 -0.541 0.918 0.879
C 1.058 -6.941 -3.369 -0.461 0.531 0.246
C 2.139 5.770 -1.163 1.104 -0.651 1.022
C -2.879 -4.070 -1.719 -3.701 -0.232 0.395
C 6.313 2.770 1.006 1.135 0.194 -1.111
C -3.865 2.298 5.258 0.231 1.275 3.709
C 1.907 2.436 -4.721 -0.471 -0.511 -0.209
C 1.859 4.302 -1.060 -1.664 -1.117 0.723
C -0.190 -7.982 0.096 -0.446 0.494 -0.157
C 4.141 -1.334 -1.785 0.289 -0.525 -0.819
C 4.607 -0.037 -1.152 -1.029 -1.198 -0.230
C -2.226 7.964 0.647 -0.270 -1.376 0.093
C 4.295 2.577 -5.525 0.286 -1.914 -1.695
C 2.342 -6.234 -3.060 0.504 -0.011 -0.172
C -5.403 -0.261 -2.278 -0.322 0.598 -0.820
C -5.024 -1.859 2.574 2.267 0.607 -4.868
C -0.028 -2.209 4.099 -0.890 -1.540 0.548
C 2.727 6.181 0.201 -0.932 0.643 0.135
C 2.321 1.344 2.265 0.937 1.077 0.513
C -0.190 4.668 3.444 1.646 1.019 1.140
C -2.405 -5.789 2.913 3.062 -1.311 -0.963
C 1.620 -1.204 -5.161 0.234 -0.135 -1.319
C 3.392 -4.167 2.211 1.084 -1.643 1.259
C -0.610 -0.450 0.165 -0.411 1.906 0.546
C 3.581 -6.920 -3.603 -0.277 0.638 0.044
C -4.929 3.035 1.179 -0.852 -0.673 -1.011
C 2.803 2.074 3.557 -0.438 -1.653 -0.052
C -2.667 -4.880 1.743 0.367 -0.068 0.774
C -0.883 -5.830 3.329 -0.917 0.885 0.047
C -1.604 4.377 -3.430 3.831 1.344 -0.179
C -2.726 7.335 -0.668 0.271 -0.016 0.263
C 1.303 -2.705 -5.555 -0.602 1.707 0.543
C -0.833 8.554 0.695 0.372 1.386 -0.903
C -1.896 -0.199 -4.352 0.140 2.478 -1.586
H -5.703 -3.636 3.178 -0.227 -0.120 -0.619
H -0.391 3.871 -1.938 -0.587 -0.048 -0.031
H 1.311 4.068 -0.147 0.007 0.154 0.366
H 7.239 3.506 2.521 -0.371 0.094 0.356
H 0.740 -9.712 -0.174 0.569 0.282 -0.342
H 0.287 -2.834 4.935 0.461 -0.180 -0.112
H -5.586 3.373 5.323 0.543 -0.047 0.362
H 4.176 -4.586 4.237 0.256 0.155 -0.309
H -0.349 -0.227 1.199 -0.454 0.405 0.769
H -2.846 -2.455 -0.465 -0.259 0.480 0.332
H -1.501 -2.147 6.539 0.221 -0.354 -0.297
H -3.393 3.745 -3.012 -0.570 0.111 -0.601
H 3.332 -5.852 -1.412 0.063 0.083 0.038
H -1.259 -3.123 -1.149 0.440 -0.399 -0.438
H -5.220 2.731 3.842 0.095 -0.070 0.002
H 1.378 0.823 2.428 0.205 -0.250 0.232
H -5.975 3.199 0.920 -0.390 0.179 -0.316
H 1.350 -1.420 0.172 -0.061 0.106 0.297
H -0.282 0.822 -1.658 -0.200 -0.231 -0.168
H 1.964 -1.096 -4.132 -0.269 -0.498 0.165
H 1.484 2.068 -5.656 0.217 0.291 -0.458
H -0.844 -6.090 0.044 0.498 -0.043 -0.283
H -0.358 5.729 3.631 -0.246 0.003 0.295
H -0.199 -6.168 2.551 -0.323 -0.037 -0.354
H 2.521 -5.037 4.085 -0.340 0.236 -0.137
H 0.302 -1.815 -1.149 0.092 -0.514 -0.250
H -1.790 6.227 1.406 0.288 -0.496 -0.177
H -2.572 1.104 4.409 -0.135 0.024 -0.611
H 5.503 3.653 2.665 0.141 -0.135 -0.097
H -3.144 4.593 -4.591 -0.462 -0.220 0.429
H 3.715 -6.060 3.397 0.161 0.101 -0.470
H 1.157 3.940 -1.811 0.882 -0.002 -0.569
H 2.340 -5.222 -3.464 -0.299 0.155 -0.166
H -2.251 -2.677 4.108 0.448 -0.797 0.077
H 1.232 6.317 -1.420 -0.069 0.170 0.109
H 0.871 -6.833 -4.437 -0.155 -0.530 0.054
H -3.010 8.672 0.915 0.361 0.476 0.094
H -2.180 -7.442 1.766 0.796 0.164 -0.358
H 2.282 -2.471 2.902 -0.627 -0.794 0.002
H -2.431 -1.713 -3.331 0.309 -0.100 0.427
H -2.060 3.335 -1.781 -0.004 -0.513 0.566
H 4.545 3.402 1.002 -1.009 -0.224 -1.215
H 3.055 4.136 -5.474 -0.575 0.668 0.680
H 3.761 0.277 -0.540 0.315 0.503 0.359
H -4.723 1.507 -2.382 0.443 0.942 -0.103
H 3.926 2.329 -6.520 0.315 -0.068 -0.343
H 2.799 7.255 0.375 0.216 0.180 -0.445
H 3.474 -7.024 -4.683 0.164 -0.348 0.041
H -3.933 1.804 3.442 0.961 -1.103 -1.346
H -2.211 6.410 -0.930 0.302 -0.046 0.087
H -0.781 -6.533 4.155 0.027 0.224 0.143
H 3.760 -7.858 -3.076 0.031 -0.120 -0.278
H 3.704 -2.070 -1.110 -0.002 0.183 0.261
H 0.058 -2.800 3.188 0.288 0.083 -0.150
H 0.613 -1.329 4.050 -0.410 0.180 0.036
H 3.427 -1.107 -2.577 -0.275 0.101 0.231
H -3.254 4.038 0.048 -0.135 0.625 0.484
H 1.029 -7.955 -2.970 0.255 -0.240 -0.658
H 2.036 1.515 -4.152 0.622 -0.074 0.218
H -2.243 4.335 2.938 -0.067 0.028 -0.157
H 3.711 5.743 0.367 -0.074 -0.168 -0.096
H 4.533 0.634 4.205 -0.588 -0.429 -0.918
H 2.536 -4.424 1.586 0.244 -0.640 -0.318
H -0.499 1.796 -0.241 -0.469 -0.237 0.370
H -0.056 -2.498 0.477 0.122 -0.164 0.033
H 0.005 4.139 4.377 -0.746 0.043 0.291
H 1.060 2.910 -4.224 0.307 0.695 0.009
H -2.407 -3.877 2.082 -0.445 0.430 -0.600
H -1.396 3.942 0.627 -0.258 -0.064 -0.053
H -1.991 -5.189 0.946 -0.208 0.340 -0.077
H -5.057 -2.041 4.597 -0.108 0.166 -0.353
H 4.399 -6.222 -3.425 0.388 -0.234 -0.038
H -1.476 -1.154 2.635 -0.372 0.507 -0.733
H 3.132 0.684 1.959 -0.256 -0.170 -0.365
H 0.423 -2.968 -4.969 0.369 -0.432 0.824
H 4.951 -1.828 -2.322 0.260 -0.079 0.096
H -4.682 3.942 -0.928 -0.720 0.229 0.280
H -2.636 8.005 -1.524 -0.051 0.145 0.052
H 0.772 -0.532 -5.289 -0.413 -0.450 0.128
H 5.508 -0.208 -0.563 -0.031 0.416 0.108
H -2.928 -5.478 3.818 -0.586 -0.422 -0.091
H -1.737 1.636 -4.966 0.091 0.527 0.625
H 4.552 -5.030 0.882 0.146 -0.068 0.018
H 2.890 0.656 5.075 0.552 -0.733 0.114
H -4.765 3.782 1.955 0.717 0.313 0.046
H -1.850 1.409 -3.188 0.000 0.712 -0.527
H -1.106 3.014 2.510 -0.363 -0.254 0.568
H -4.344 -3.365 -0.609 0.229 0.609 -0.028
H -5.695 -3.324 1.425 0.018 -0.225 0.469
H 5.712 1.043 -2.348 0.179 -0.037 -0.034
H 4.106 1.899 5.177 -0.196 0.113 0.571
H 1.397 -8.228 -1.017 0.456 -1.060 0.086
H 0.239 -6.463 -2.831 -0.107 0.254 -0.281
H 3.320 5.067 -2.510 0.101 -0.152 -0.430
H -0.991 -0.600 5.902 -0.021 0.164 0.130
H 1.887 2.301 4.102 -0.079 0.229 0.242
H 3.736 3.630 4.188 -0.110 0.087 0.091
H 2.413 0.053 -6.532 -0.352 -0.145 0.148
H -6.014 -2.016 -2.659 -0.510 -0.259 -0.586
H -0.468 8.923 -0.264 -0.255 -0.017 -0.408
H -0.872 9.461 1.298 0.265 -0.163 0.418
H 3.273 -1.998 1.722 1.040 -0.311 -0.315
H 4.997 2.479 -0.503 -0.309 0.165 0.286
H 0.684 -6.454 -0.812 -0.370 0.813 0.171
H -6.263 -0.852 -3.955 0.042 -0.665 0.249
H 5.220 3.146 -5.622 -0.125 0.064 0.229
H -0.590 -4.815 3.600 0.311 -0.078 0.388
H -1.906 -0.404 -2.338 -0.237 -0.099 0.072
H 2.014 5.861 0.961 0.141 -0.260 0.265
H -3.771 7.064 -0.515 -0.070 0.060 -0.116
H 2.184 -3.331 -5.418 -0.239 -0.110 0.122
H 4.442 1.609 -5.048 0.485 -0.184 0.115
H 3.803 -2.476 3.427 0.988 0.327 -0.510
H 4.111 2.752 -3.365 0.194 -0.086 0.961
H -1.092 -4.476 -2.304 0.351 0.499 0.141
H 0.839 -2.872 -6.528 0.702 0.573 -0.520
H -3.695 -5.043 1.419 0.102 0.511 -0.074
H 0.985 0.974 -0.527 0.260 -0.295 0.288
H -5.649 1.067 -3.822 0.233 -0.127 0.441
H 2.748 3.670 -1.037 0.147 0.179 -0.256
H -4.284 -0.681 3.833 -0.004 0.156 0.505
H -2.687 -1.032 6.001 -0.154 0.138 -0.387
H 0.814 4.657 3.020 -0.071 -0.264 -0.756
H -0.021 7.909 1.031 -0.466 -0.332 0.313
H 2.111 2.077 1.485 0.122 0.053 -0.093
```
Positions in Å, forces in eV/Å.

Its spin multiplicity is 5. Its net charge is -1. The expectation value of S² is 6.0063. The calculation puts the gap between HOMO and LUMO (spin up / spin down) at 7.273 / 6.756 eV.

Atomic partial charges in e from the Löwdin method, atoms 1 to 99: 0.88, 0.02, 0.03, -0.32, -0.08, 0.02, -0.07, -0.09, -0.07, 0.04, -0.03, 0.02, 0.04, -0.38, -0.12, -0.07, -0.06, 0.06, -0.11, -0.06, -0.04, -0.03, -0.42, 0.18, 0.20, 0.20, 0.16, 0.21, 0.18, 0.18, 0.16, 0.22, 0.19, 0.20, 0.18, 0.19, 0.18, 0.19, 0.19, -0.04, -0.28, -0.50, -0.08, -0.05, -0.03, -0.07, -0.29, -0.53, -0.04, -0.04, -0.47, -0.84, -0.81, -0.85, -0.02, -0.07, -0.73, -0.08, -0.30, -0.46, -0.07, -0.50, -0.77, -0.74, -0.06, -0.04, -0.02, -0.08, -0.47, -0.27, -0.45, -0.53, -0.04, -0.30, -0.47, -0.05, -0.03, -0.83, -0.05, -0.06, -0.05, -0.87, 0.12, 0.06, 0.06, 0.11, 0.12, 0.08, 0.12, 0.08, 0.08, 0.06, 0.08, 0.09, 0.09, 0.07, 0.08, 0.07, 0.08


# 2
ORCA calculation (ωB97M-V with the def2-TZVPD basis set) on a structure of composition C30H54MnN7OP2 in a non-equilibrium geometry.

```
95
Properties=species:S:1:pos:R:3:forces:R:3
Mn 0.210 -0.010 0.783 -2.375 -1.250 -3.992
P 0.122 2.247 -0.098 0.366 1.363 -1.187
P 0.765 -2.357 0.916 1.180 -2.148 0.018
O 2.394 0.771 2.843 -4.350 -2.144 -4.524
N -2.332 -0.128 4.050 0.964 -0.501 -0.654
N -1.950 -0.630 2.882 -1.131 -1.362 0.610
N -1.188 -0.176 -0.890 1.560 1.705 0.526
N 1.583 -0.224 -0.911 -0.192 -0.105 -0.005
N -1.082 0.214 2.354 -0.314 0.674 1.044
N -1.767 1.039 4.288 0.468 0.475 0.000
N -3.076 -0.811 5.000 0.145 0.338 -0.629
C -1.509 3.277 -0.048 -0.278 -0.130 0.615
C -1.601 -0.996 -3.792 0.330 -0.208 0.082
C 2.920 2.607 -0.069 0.186 -0.218 -0.062
C -3.331 0.558 -2.865 -0.455 0.141 0.237
C 1.612 0.409 2.033 5.853 2.981 5.529
C -1.670 -3.265 -0.076 -0.382 -0.266 0.070
C 1.620 3.431 0.075 0.367 -0.414 0.128
C -1.834 0.421 -3.222 -0.269 -0.255 -0.423
C 1.636 4.532 -1.003 -0.378 0.554 -0.190
C -0.985 1.244 3.222 -0.873 -0.814 1.053
C 1.787 -4.564 2.475 0.314 -0.176 -0.285
C 0.133 -5.059 -0.065 0.392 -0.134 0.356
C 3.212 -0.483 -3.152 0.071 -0.320 0.501
C 3.344 -1.370 -2.069 -0.189 0.396 -0.164
C -0.995 0.554 -1.914 0.215 -0.149 0.371
C -1.991 3.631 -1.467 0.171 -0.083 -0.334
C -2.592 2.452 0.683 -0.243 -0.055 -0.049
C 0.242 1.550 -1.872 -0.502 -0.427 0.734
C 2.229 0.507 -3.113 -0.484 0.236 0.604
C 2.501 -1.233 -0.962 -0.203 0.392 -0.116
C -0.162 -3.560 -0.250 -0.266 0.621 -0.526
C -1.321 4.568 0.775 0.272 0.172 0.064
C -1.459 1.445 -4.311 0.400 0.279 0.121
C 1.416 0.624 -1.972 0.822 -0.875 0.017
C 2.505 -2.206 0.193 -0.209 0.463 0.305
C 1.633 4.051 1.492 0.186 -0.155 0.409
C 1.045 -3.217 2.604 -0.324 0.455 0.418
C 1.896 -2.297 3.500 0.096 0.145 -0.078
C 0.244 -3.173 -1.685 0.170 -0.022 -0.165
C -0.326 -3.396 3.290 -0.099 -0.125 0.115
H 1.216 -5.272 -0.078 -0.491 0.012 -0.051
H 1.328 -1.411 3.824 0.117 -0.274 0.037
H 2.085 1.196 -3.950 0.056 -0.270 0.308
H -0.413 1.322 -4.642 -0.371 0.020 0.035
H 2.515 -4.544 1.646 -0.176 -0.172 0.424
H -0.326 2.083 3.116 -0.085 0.244 0.058
H -0.179 -3.936 4.244 -0.006 0.197 -0.418
H -0.322 -5.608 -0.911 0.128 0.391 0.322
H 1.114 -5.419 2.327 0.278 0.419 0.058
H -1.594 2.488 -3.974 -0.016 -0.414 -0.181
H -0.298 -5.471 0.861 0.138 0.211 -0.412
H 0.160 -2.088 -1.839 -0.030 -0.426 -0.111
H -3.581 2.865 0.407 0.428 -0.218 0.202
H 3.865 -0.580 -4.025 -0.269 0.023 0.336
H -1.161 3.852 -2.157 -0.416 0.130 0.235
H 2.194 -2.870 4.398 -0.172 0.421 -0.379
H -2.104 1.298 -5.195 0.273 -0.028 0.479
H 1.280 5.090 1.511 0.002 -0.483 0.057
H -2.212 -4.226 0.015 0.148 0.557 -0.068
H -1.880 -2.673 0.828 -0.175 -0.164 -0.322
H 0.837 4.407 -1.751 0.367 0.169 0.117
H 2.605 4.573 -1.530 -0.478 -0.075 0.241
H 2.840 1.621 0.411 0.297 0.341 -0.178
H -2.591 2.816 -1.897 0.256 0.303 0.118
H 3.101 -1.792 1.029 0.020 -0.227 -0.447
H 1.269 -3.499 -1.929 -0.366 0.094 0.055
H -2.479 2.537 1.774 -0.165 0.075 -0.411
H -3.817 -0.429 -2.933 0.048 0.490 0.096
H -2.155 -1.122 -4.741 0.231 0.148 0.493
H -3.366 -1.784 4.835 0.478 0.956 -0.389
H 2.962 -3.165 -0.108 -0.351 0.338 0.222
H 2.357 -4.744 3.406 -0.315 0.096 -0.448
H 1.481 5.513 -0.515 0.051 -0.436 -0.475
H 3.210 2.468 -1.122 -0.143 -0.084 0.369
H -0.784 -2.420 3.521 0.232 -0.568 -0.112
H -3.829 1.254 -3.563 0.170 -0.413 0.339
H -0.443 -3.670 -2.394 0.311 0.171 0.333
H -1.033 -3.982 2.681 0.238 0.160 0.201
H -2.050 -2.725 -0.962 0.035 -0.193 0.593
H 0.266 2.305 -2.670 -0.171 -0.303 0.364
H 1.026 3.456 2.192 0.236 0.283 0.075
H -0.577 5.255 0.344 -0.361 -0.259 0.133
H -1.951 -1.752 -3.072 0.097 0.204 -0.308
H 2.816 -1.952 3.002 -0.172 -0.228 0.341
H -2.566 1.385 0.426 -0.210 0.311 -0.060
H -2.636 4.527 -1.416 0.310 -0.434 0.027
H 2.675 4.045 1.863 -0.616 0.082 -0.026
H -2.291 5.099 0.796 0.391 -0.303 -0.019
H -0.530 -1.175 -3.991 -0.362 0.018 -0.028
H -1.043 4.345 1.819 -0.124 0.182 -0.405
H -3.209 -0.398 5.936 0.430 0.113 -1.144
H -3.472 0.943 -1.841 -0.121 -0.223 -0.446
H 4.083 -2.176 -2.089 -0.299 0.295 -0.008
H 3.734 3.164 0.431 -0.316 -0.314 -0.367
```
Positions in Å, forces in eV/Å.

Its spin multiplicity is 4. Its net charge is +3. The expectation value of S² is 3.9300. The calculation puts the gap between HOMO and LUMO (spin up / spin down) at 6.741 / 6.246 eV.

The Löwdin scheme yields these atomic charges, measured in e: 0.47, 1.21, 1.16, 0.19, -0.19, 0.10, 0.19, 0.04, -0.10, 0.18, 0.18, -0.61, -0.03, -0.09, -0.02, -0.10, -0.08, -0.62, -0.51, -0.04, -0.18, -0.06, -0.06, 0.03, 0.03, -0.29, -0.05, -0.10, -0.24, 0.03, -0.30, -0.63, -0.07, -0.04, -0.27, -0.21, -0.08, -0.64, -0.09, -0.10, -0.08, 0.09, 0.07, 0.14, 0.09, 0.08, 0.10, 0.12, 0.12, 0.08, 0.08, 0.08, 0.04, 0.12, 0.14, 0.07, 0.12, 0.12, 0.09, 0.11, 0.05, 0.07, 0.11, 0.03, 0.07, 0.09, 0.10, 0.06, 0.10, 0.12, 0.14, 0.12, 0.11, 0.10, 0.09, 0.04, 0.11, 0.12, 0.08, 0.07, 0.11, 0.05, 0.08, 0.07, 0.07, 0.04, 0.12, 0.10, 0.12, 0.09, 0.08, 0.15, 0.07, 0.14, 0.11


- Among the records above, which one has the highest expectation value of S²?
  C43H125FeN16O22


- Which of these has the highest expectation value of S²?
  C43H125FeN16O22